{
  "formula": "C27H60O20P4",
  "method": "the ωB97M-V functional and the def2-TZVPD basis",
  "symbols": ["C", "C", "C", "C", "C", "C", "C", "C", "C", "C", "C", "C", "C", "O", "C", "O", "O", "C", "O", "H", "H", "H", "H", "H", "H", "H", "H", "H", "H", "H", "H", "H", "H", "H", "H", "H", "H", "H", "H", "H", "H", "H", "H", "C", "O", "P", "O", "O", "C", "O", "C", "H", "H", "H", "H", "H", "H", "H", "H", "H", "C", "O", "P", "O", "O", "C", "O", "C", "H", "H", "H", "H", "H", "H", "H", "H", "H", "C", "O", "P", "O", "O", "C", "O", "C", "H", "H", "H", "H", "H", "H", "H", "H", "H", "C", "O", "P", "O", "O", "C", "O", "C", "H", "H", "H", "H", "H", "H", "H", "H", "H"],
  "xyz": [[-2.162, -2.248, 0.475], [-2.025, -1.970, 2.018], [-2.153, -3.329, 2.757], [-2.418, -3.226, 4.287], [-1.446, -2.269, 5.040], [-1.969, -0.801, 5.095], [-0.845, 0.259, 4.905], [-1.384, 1.676, 5.274], [-0.335, 2.723, 4.878], [0.101, 3.054, 3.660], [-0.384, 2.420, 2.366], [0.734, 1.814, 1.470], [1.686, 0.843, 2.187], [0.060, 1.022, 0.462], [1.102, 4.184, 3.880], [1.755, 4.684, 3.049], [1.073, 4.545, 5.205], [0.351, 3.599, 5.924], [0.352, 3.537, 7.082], [-1.839, -1.358, -0.097], [-3.248, -2.343, 0.261], [-1.629, -3.164, 0.173], [-1.037, -1.491, 2.146], [-2.825, -1.252, 2.264], [-3.031, -3.841, 2.313], [-1.279, -3.961, 2.511], [-3.474, -2.991, 4.510], [-2.246, -4.244, 4.699], [-1.406, -2.634, 6.087], [-0.413, -2.338, 4.650], [-2.686, -0.641, 4.269], [-2.473, -0.595, 6.059], [-0.495, 0.189, 3.863], [0.036, 0.055, 5.547], [-1.448, 1.720, 6.377], [-2.372, 1.884, 4.832], [-0.877, 3.229, 1.785], [-1.147, 1.672, 2.624], [1.256, 2.611, 0.906], [2.172, 1.315, 3.054], [1.138, -0.081, 2.438], [2.452, 0.547, 1.445], [-0.531, 1.623, -0.016], [0.675, -6.848, -3.036], [-0.681, -6.899, -3.459], [-1.995, -6.921, -2.398], [-1.297, -6.162, -1.292], [-1.955, -8.533, -2.208], [-0.841, -9.378, -2.409], [-3.457, -6.981, -1.515], [-4.507, -6.131, -1.998], [1.171, -6.024, -3.553], [0.798, -6.719, -1.964], [1.165, -7.776, -3.339], [-0.021, -9.118, -1.739], [-0.525, -9.361, -3.452], [-1.159, -10.393, -2.174], [-4.788, -6.408, -3.016], [-4.188, -5.085, -1.975], [-5.373, -6.253, -1.350], [4.901, 4.128, 4.838], [5.614, 4.013, 3.616], [7.122, 4.694, 3.369], [7.635, 4.661, 4.783], [6.554, 6.133, 2.892], [5.326, 6.717, 3.282], [8.598, 5.144, 2.651], [9.260, 4.112, 1.905], [4.601, 3.128, 5.162], [5.462, 4.604, 5.639], [3.992, 4.705, 4.656], [5.287, 6.873, 4.360], [4.484, 6.118, 2.935], [5.263, 7.691, 2.797], [8.636, 3.780, 1.073], [9.492, 3.264, 2.555], [10.188, 4.519, 1.508], [1.414, -5.211, -8.822], [0.335, -4.292, -8.747], [0.318, -2.982, -7.702], [1.799, -2.734, -7.608], [-0.307, -3.800, -6.451], [-0.158, -5.184, -6.197], [-0.156, -1.565, -6.888], [-0.734, -0.544, -7.715], [1.725, -5.299, -9.864], [2.273, -4.931, -8.217], [1.056, -6.189, -8.495], [0.891, -5.451, -6.060], [-0.621, -5.771, -6.990], [-0.684, -5.406, -5.272], [-1.646, -0.908, -8.192], [-0.020, -0.225, -8.479], [-0.983, 0.307, -7.084], [-3.236, 8.050, -1.984], [-3.247, 6.798, -2.653], [-3.693, 5.366, -1.908], [-4.651, 5.916, -0.887], [-2.215, 5.034, -1.331], [-1.214, 5.974, -0.996], [-4.060, 3.727, -1.639], [-4.819, 3.086, -2.676], [-3.809, 8.766, -2.576], [-3.644, 8.015, -0.977], [-2.205, 8.405, -1.935], [-1.548, 6.646, -0.205], [-0.890, 6.525, -1.878], [-0.357, 5.415, -0.621], [-4.267, 3.096, -3.617], [-5.781, 3.589, -2.807], [-4.995, 2.053, -2.383]],
  "lowdin_charge": [-0.110, -0.259, -0.215, -0.214, -0.203, -0.204, -0.194, -0.111, -0.059, -0.058, -0.063, -0.393, -0.024, -0.065, -0.409, 0.184, 0.136, -0.389, 0.211, 0.060, 0.068, 0.069, 0.090, 0.099, 0.108, 0.118, 0.111, 0.103, 0.105, 0.114, 0.093, 0.116, 0.073, 0.130, 0.121, 0.131, 0.136, 0.116, 0.143, 0.085, 0.073, 0.090, 0.089, -0.131, -0.338, 0.707, -0.271, -0.244, -0.106, -0.243, -0.134, 0.084, 0.085, 0.085, 0.093, 0.088, 0.094, 0.077, 0.082, 0.086, -0.129, -0.295, 0.651, -0.274, -0.244, -0.100, -0.236, -0.134, 0.091, 0.086, 0.065, 0.096, 0.080, 0.092, 0.079, 0.084, 0.085, -0.136, -0.298, 0.653, -0.274, -0.240, -0.103, -0.235, -0.133, 0.089, 0.083, 0.081, 0.094, 0.090, 0.067, 0.079, 0.085, 0.085, -0.132, -0.296, 0.652, -0.272, -0.253, -0.105, -0.240, -0.131, 0.090, 0.084, 0.082, 0.096, 0.086, 0.087, 0.079, 0.085, 0.086],
  "spin_multiplicity": 1,
  "total_energy_ev": -107071.1552,
  "largest_force_ev_per_a": 9.2
}